The molecule C5H7NO. Source: the Open Molecules 2025 dataset; level of theory: the ωB97M-V functional and the def2-TZVPD basis.

Total energy ... -8833.6746 eV
Maximum force ... 0.0832 hartree/bohr
2S+1 ... 1
Kohn-Sham gap ... 9.167 eV

Bonds (Å) are listed after each position.
Atoms and positions in Å:
1 C 1.352 -0.395 -1.229  C2 1.528, H8 1.092, H9 1.096, H10 1.097
2 C 0.273 -0.658 -0.179  C1 1.528, C3 1.530, C6 1.556, H11 1.099
3 C 0.247 0.396 0.929  C2 1.530, C4 1.491, H12 1.089, H13 1.096
4 C -1.170 0.790 1.171  C3 1.491, O5 1.201, N7 1.679
5 O -1.629 1.475 2.045  C4 1.201
6 C -1.123 -0.760 -0.857  C2 1.556, N7 1.309
7 N -1.892 0.006 -0.126  C4 1.679, C6 1.309, H14 0.997
8 H 1.303 -1.151 -2.016  C1 1.092
9 H 2.356 -0.406 -0.788  C1 1.096
10 H 1.201 0.587 -1.694  C1 1.097
11 H 0.454 -1.646 0.266  C2 1.099
12 H 0.666 0.054 1.875  C3 1.089
13 H 0.767 1.314 0.632  C3 1.096
14 H -2.805 0.394 -0.028  N7 0.997